# 1
Here is 2 unconnected molecules or ions with the total composition C4H9NO from the OMol25 dataset. Energies are from the ωB97M-V functional and the def2-TZVPD basis.

Cartesian coordinates (Å):
C1 -0.166 -0.886 -0.299
H1 2.192 1.461 -0.137
H2 -0.125 -2.912 0.029
C2 -0.467 1.323 -0.816
H3 0.341 -2.326 -1.742
H4 2.180 1.792 1.298
H5 -2.306 -0.450 0.491
O1 2.713 1.829 0.577
N1 0.262 0.280 -0.981
C3 -1.176 -0.583 0.828
H6 0.031 2.237 -1.117
H7 -1.186 -1.356 1.707
H8 -1.523 1.325 -0.578
H9 -0.891 0.378 1.408
C4 0.121 -2.114 -0.668

Forces on the atoms, in the same order (eV/Å):
-1.20 4.79 0.31
-0.55 -0.48 -0.44
-0.08 -0.21 -0.42
-0.72 2.99 -0.35
0.36 0.01 1.22
-2.55 -0.22 3.20
2.26 -0.28 0.46
2.96 0.54 -2.84
1.02 -4.44 0.97
-0.71 -0.02 2.49
-0.52 0.54 -0.18
-0.02 0.73 -1.85
-0.16 0.20 0.15
-0.48 -1.20 -1.21
0.40 -2.96 -1.51

Properties
⟨S²⟩ ... 0.76
Electronic energy ... -7828.9973 eV
Charge ... -1
Energy relative to the best compared isomer or geometry (same formula, charge and spin) ... 0.948 eV
Spin multiplicity ... 2
HOMO-LUMO gap (alpha / beta) ... 0.1622 / 0.2809 Ha
LUMO level (alpha / beta) ... 4.322 / 4.231 eV


# 2
Here is 2 unconnected molecules or ions with the total composition C3H5Cl4NOS from the OMol25 dataset. Energies are from the ωB97M-V functional and the def2-TZVPD basis.

Cartesian coordinates (Å):
C1 -2.502 -0.048 0.177
H1 -1.203 -0.664 -1.899
Cl1 -2.694 1.256 -1.164
N1 -0.108 1.433 0.652
Cl2 4.803 0.515 -0.475
H2 -1.040 -2.268 -1.626
C2 4.173 0.180 1.123
S1 -1.343 0.734 1.473
H3 -3.513 -0.104 0.540
C3 -0.946 -1.351 -1.071
H4 -0.133 1.969 -0.136
Cl3 2.664 -0.749 1.039
O1 -2.183 -1.236 -0.247
H5 -0.047 -1.191 -0.554
Cl4 4.071 1.523 2.167

Forces on the atoms, in the same order (eV/Å):
-0.40 2.65 0.48
1.09 0.35 0.54
0.07 -0.44 0.23
-0.36 -2.34 4.83
0.06 -0.18 0.73
0.24 -0.90 0.67
-1.33 -0.01 -1.09
1.23 0.44 -2.36
-0.26 0.12 0.64
-3.48 0.69 -1.65
-1.11 1.29 -2.97
0.99 0.25 0.25
2.02 -2.11 -1.13
0.99 0.28 0.72
0.27 -0.07 0.12

Properties
Electronic energy ... -67649.9257 eV
Energy relative to the best compared isomer or geometry (same formula, charge and spin) ... 3.580 eV
Spin multiplicity ... 1
HOMO-LUMO gap (alpha / beta) ... 0.3015 / 0.2809 Ha
LUMO level (alpha / beta) ... -0.883 / -1.218 eV


# 3
Here is 2 unconnected molecules or ions with the total composition H4N2O2S from the OMol25 dataset. Energies are from the ωB97M-V functional and the def2-TZVPD basis.

Cartesian coordinates (Å):
N1 0.626 -1.980 -0.297
S1 0.707 -0.721 0.510
O1 -1.453 0.795 0.091
H1 -0.220 -2.465 -0.431
H2 -0.990 1.494 -0.379
O2 2.226 1.342 0.076
H3 2.062 -0.044 -1.286
N2 1.781 0.212 -0.298
H4 -1.496 0.870 1.061

Forces on the atoms, in the same order (eV/Å):
1.27 -1.04 -1.08
0.56 0.77 1.13
-0.98 -0.61 -0.05
-1.17 -0.37 0.10
0.03 0.33 0.83
-0.23 -0.36 0.50
-0.53 -0.47 1.24
0.68 1.00 -1.77
0.38 0.76 -0.89

Properties
Electronic energy ... -17970.8877 eV
Energy relative to the best compared isomer or geometry (same formula, charge and spin) ... 4.258 eV
Spin multiplicity ... 1
HOMO-LUMO gap (alpha / beta) ... 0.3106 / 0.2936 Ha
LUMO level (alpha / beta) ... -0.322 / -0.065 eV